# C29H63N3O4

A 4-piece molecular cluster, C29H63N3O4 overall at a distorted geometry (ωB97M-V with the def2-TZVPD basis set, the OMol25 dataset).

Its lowest unoccupied orbital energy is 0.52 eV. The calculation puts the energy relative to the best compared isomer or geometry (same formula, charge and spin) at 432.4 kJ/mol. The value obtained for the largest force on an atom is 0.1896 hartree/bohr. For the electronic energy, the calculation gives -43746.228 eV. The structure (SMILES) is CC1(C)CCCC(C)(C)N1O.CC1(C)CCCC(C)(C)N1O.CC1(C)CCCC(C)(C)N1O.CCO. As for the HOMO-LUMO gap: 7.18 eV.

Last columns: bonded neighbours and bond lengths (Å).
Cartesian coordinates (Å):
1 C 0.807 -2.187 -0.582  C2 1.535, H12 1.057, H13 1.125, H14 1.115
2 C 2.297 -2.556 -0.620  C1 1.535, C3 1.579, C4 1.523, N10 1.494
3 C 3.226 -1.290 -0.453  C2 1.579, H15 1.052, H16 1.069, H17 1.052
4 C 2.577 -3.216 -1.964  C2 1.523, C5 1.520, H18 1.078, H19 1.044
5 C 2.044 -4.639 -1.971  C4 1.520, C6 1.554, H20 1.068, H21 1.107
6 C 2.583 -5.447 -0.758  C5 1.554, C7 1.534, H22 1.081, H23 1.078
7 C 2.197 -4.862 0.606  C6 1.534, C8 1.504, C9 1.576, N10 1.465
8 C 0.744 -5.099 0.914  C7 1.504, H24 1.050, H25 1.101, H26 1.116
9 C 3.025 -5.581 1.738  C7 1.576, H27 1.069, H28 1.061, H29 1.121
10 N 2.577 -3.448 0.545  C2 1.494, C7 1.465, O11 1.275
11 O 2.855 -2.907 1.665  N10 1.275, H30 0.941
12 H 0.339 -2.404 0.340  C1 1.057
13 H 0.208 -2.772 -1.334  C1 1.125
14 H 0.679 -1.080 -0.615  C1 1.115
15 H 4.238 -1.541 -0.315  C3 1.052
16 H 3.105 -0.731 0.450  C3 1.069
17 H 3.220 -0.691 -1.318  C3 1.052
18 H 2.217 -2.628 -2.793  C4 1.078
19 H 3.596 -3.146 -2.179  C4 1.044
20 H 0.982 -4.728 -2.042  C5 1.068
21 H 2.386 -5.098 -2.918  C5 1.107
22 H 2.328 -6.492 -0.865  C6 1.081
23 H 3.657 -5.435 -0.854  C6 1.078
24 H 0.155 -4.619 0.190  C8 1.050
25 H 0.398 -4.915 1.943  C8 1.101
26 H 0.462 -6.155 0.688  C8 1.116
27 H 2.703 -6.600 1.756  C9 1.069
28 H 2.965 -5.302 2.760  C9 1.061
29 H 4.107 -5.773 1.518  C9 1.121
30 H 3.092 -3.608 2.246  O11 0.941
31 C 2.433 2.337 1.265  C32 1.570, H42 1.078, H43 1.072, H44 1.132
32 C 1.386 3.005 0.305  C31 1.570, C33 1.578, C34 1.513, N40 1.465
33 C 0.293 3.473 1.342  C32 1.578, H45 1.101, H46 1.118, H47 1.086
34 C 0.778 1.980 -0.627  C32 1.513, C35 1.451, H48 1.079, H49 1.050
35 C 1.682 1.730 -1.734  C34 1.451, C36 1.550, H50 1.113, H51 1.079
36 C 1.973 3.050 -2.493  C35 1.550, C37 1.560, H52 1.060, H53 1.088
37 C 2.596 4.186 -1.624  C36 1.560, C38 1.482, C39 1.506, N40 1.483
38 C 4.067 4.065 -1.487  C37 1.482, H54 1.098, H55 1.080, H56 1.129
39 C 2.341 5.509 -2.296  C37 1.506, H57 1.116, H58 1.048, H59 1.050
40 N 1.912 4.227 -0.309  C32 1.465, C37 1.483, O41 1.269
41 O 2.247 5.187 0.450  N40 1.269, H60 0.966
42 H 2.009 1.419 1.639  C31 1.078
43 H 2.681 2.942 2.115  C31 1.072
44 H 3.352 2.051 0.670  C31 1.132
45 H -0.428 4.183 0.909  C33 1.101
46 H 0.729 4.111 2.150  C33 1.118
47 H -0.267 2.655 1.785  C33 1.086
48 H 0.576 1.043 -0.132  C34 1.079
49 H -0.139 2.216 -1.081  C34 1.050
50 H 2.691 1.480 -1.337  C35 1.113
51 H 1.440 0.876 -2.347  C35 1.079
52 H 2.545 2.832 -3.358  C36 1.060
53 H 1.016 3.366 -2.904  C36 1.088
54 H 4.601 3.956 -2.440  C38 1.098
55 H 4.327 3.244 -0.836  C38 1.080
56 H 4.581 4.920 -0.958  C38 1.129
57 H 2.898 5.600 -3.259  C39 1.116
58 H 2.526 6.355 -1.706  C39 1.048
59 H 1.339 5.451 -2.604  C39 1.050
60 H 2.878 4.911 1.128  O41 0.966
61 C -4.504 2.853 -0.752  C62 1.550, H72 1.051, H73 1.090, H74 1.063
62 C -4.040 1.941 0.412  C61 1.550, C63 1.556, C64 1.510, N70 1.447
63 C -4.109 2.891 1.642  C62 1.556, H75 1.076, H76 1.088, H77 1.073
64 C -2.625 1.469 0.176  C62 1.510, C65 1.503, H78 1.103, H79 1.093
65 C -2.450 0.347 -0.809  C64 1.503, C66 1.477, H80 1.025, H81 1.133
66 C -3.254 -0.808 -0.359  C65 1.477, C67 1.571, H82 1.098, H83 1.086
67 C -4.772 -0.470 -0.138  C66 1.571, C68 1.554, C69 1.529, N70 1.506
68 C -5.411 -0.336 -1.548  C67 1.554, H84 1.096, H85 1.116, H86 1.100
69 C -5.483 -1.631 0.558  C67 1.529, H87 1.097, H88 1.104, H89 1.106
70 N -4.962 0.839 0.583  C62 1.447, C67 1.506, O71 1.272
71 O -6.161 0.993 0.979  N70 1.272, H90 0.945
72 H -4.044 3.796 -0.697  C61 1.051
73 H -5.564 3.074 -0.623  C61 1.090
74 H -4.466 2.563 -1.774  C61 1.063
75 H -3.943 2.314 2.535  C63 1.076
76 H -5.056 3.407 1.783  C63 1.088
77 H -3.304 3.600 1.610  C63 1.073
78 H -1.969 2.322 -0.068  C64 1.103
79 H -2.152 1.227 1.131  C64 1.093
80 H -2.773 0.588 -1.751  C65 1.025
81 H -1.382 -0.018 -0.714  C65 1.133
82 H -3.034 -1.655 -1.022  C66 1.098
83 H -2.795 -1.013 0.604  C66 1.086
84 H -5.162 -1.224 -2.140  C68 1.096
85 H -5.018 0.474 -2.207  C68 1.116
86 H -6.509 -0.297 -1.492  C68 1.100
87 H -5.038 -2.608 0.334  C69 1.097
88 H -6.570 -1.708 0.381  C69 1.104
89 H -5.303 -1.444 1.633  C69 1.106
90 H -6.539 0.132 1.076  O71 0.945
91 C -0.612 -0.574 2.377  C92 1.508, H94 1.066, H95 1.087, H96 1.090
92 C 0.383 -1.382 3.172  C91 1.508, O93 1.449, H97 1.109, H98 1.102
93 O 1.687 -0.796 2.938  C92 1.449, H99 0.936
94 H -0.361 -0.303 1.377  C91 1.066
95 H -0.734 0.379 2.886  C91 1.087
96 H -1.511 -1.174 2.521  C91 1.090
97 H 0.415 -2.395 2.722  C92 1.109
98 H 0.012 -1.433 4.208  C92 1.102
99 H 2.259 -1.384 2.488  O93 0.936